C34H100N4O14 | ωB97M-V/def2-TZVPD

Last column: Löwdin charge in e.
Geometry (Å):
C 0.2850 2.0063 6.1350  -0.29
C 0.5472 -2.2472 3.7493  -0.42
C 0.8205 2.0372 1.5273  -0.01
H -2.5211 3.8889 -2.7622  0.05
H 2.6080 7.1088 2.6090  0.11
H 4.5950 -1.8006 4.1696  0.09
H 4.8948 0.1929 -2.3824  0.07
O 4.6705 2.5069 1.3390  -0.11
H -4.8418 2.2069 -0.0673  0.07
H -7.1218 -0.4400 0.6689  0.08
H -1.2100 -3.4464 3.5355  0.08
H -2.3045 4.5200 -4.3677  0.08
H 0.7494 -0.3269 3.4298  0.07
C 0.2015 0.4265 -0.3487  -0.20
C 4.9226 -2.1417 -3.1299  -0.07
O -0.6516 -0.3353 0.4602  -0.20
C -2.8115 3.7337 -3.8065  -0.07
H 0.4613 -2.3162 4.8440  0.14
H -2.5657 1.7908 0.5889  0.08
H -6.6656 -1.6406 -1.6054  0.08
H -3.6613 -1.9035 -4.0315  0.09
H 4.4425 6.7532 1.3726  0.07
C 2.4402 -4.7378 -3.4688  -0.24
H -2.4255 -4.8871 1.6749  0.07
C 3.4395 -5.7928 -3.0264  -0.43
H 4.2836 -2.5741 -2.3556  0.07
H 4.1005 -5.4425 -2.2302  0.14
C -6.4405 -1.2541 0.9264  -0.09
H -2.0592 -3.9828 0.3048  0.05
H -4.5321 1.6789 -3.7999  0.13
O -2.2647 -0.9874 5.2868  -0.11
H 1.6942 2.3698 2.0885  0.08
H 5.8575 -1.7409 -2.7410  0.08
C -2.5237 2.3325 -4.3420  -0.43
C 1.8493 3.3710 -3.1909  -0.26
C 5.3064 3.7433 -0.6307  -0.07
H -1.4964 2.0695 -4.0914  0.08
H 3.1383 1.8527 0.2536  0.05
O 4.1972 6.0408 1.9700  -0.11
H -3.8784 3.9758 -3.8468  0.08
H 5.0148 3.2355 1.8668  0.09
H -0.4765 -6.2965 -0.6603  0.07
O -3.2075 0.0672 -4.2125  -0.19
O -0.9128 -6.4965 0.1699  -0.08
H -5.0527 -0.8191 -3.8907  0.09
O 1.7194 -4.1979 -2.3917  -0.19
H -2.1771 3.9333 0.6872  0.03
C 2.7708 6.1126 2.1789  -0.29
O -3.0654 3.7879 1.0452  -0.10
H -2.5288 -0.0019 -0.4131  0.06
O 0.3993 3.1913 6.9669  -0.10
H -1.2132 1.2655 4.7501  0.04
H 2.2856 -2.2507 2.4339  0.13
H 1.4740 -2.2556 -2.9920  0.07
H 2.1038 -7.3797 -3.0399  0.07
H 0.2945 -2.8840 -1.8246  0.08
H -3.8864 -0.9584 -2.5469  0.06
H -0.9255 2.9505 4.5493  0.07
H 4.8724 -5.5603 -4.6223  0.07
O -1.0671 4.4008 -1.0230  -0.08
H 2.1593 4.9214 0.5944  0.06
H -3.4954 3.0096 -6.0201  0.07
H -5.9283 -0.9392 1.8434  0.05
H 1.8050 0.1219 1.0049  0.13
H -2.9051 -6.9493 0.5979  0.11
H -1.6821 -1.3585 -1.1104  0.09
H 0.2035 1.2076 6.8815  0.11
H 2.3588 6.6316 0.0968  0.08
H 5.1256 -2.8553 -3.9253  0.07
H 2.7961 0.8922 -0.9490  0.07
H -7.0647 -2.1015 1.2071  0.08
C 1.3207 0.9858 0.5287  -0.39
H -3.0839 1.5107 -6.0864  0.06
C -3.4894 1.3589 -3.6994  -0.21
N -2.6913 2.4173 -5.8128  0.05
H 4.9106 -7.1863 -3.9816  0.08
C 0.6783 2.6300 -3.8207  -0.08
H 2.5066 -3.2309 3.8657  0.13
C -0.1893 -3.4155 3.1418  -0.05
H -4.6242 -2.0665 5.4151  0.07
H 0.2005 -3.4101 -3.5437  0.10
H -0.2802 1.2224 -0.9298  0.13
C 3.9793 -0.9348 3.9225  -0.09
H -4.9963 -0.5737 -0.5441  0.09
C -5.3594 -1.5162 -0.1204  -0.30
C -3.2813 -0.8560 4.3139  -0.34
C -3.2063 2.3657 1.2684  -0.29
C -2.3043 -6.2336 0.0354  -0.31
H 2.7292 2.7284 -3.1131  0.09
H -3.2092 0.1268 3.8332  0.09
H 0.3334 -4.3042 3.4992  0.09
H 0.7314 -0.2135 -1.0746  0.12
H 0.2413 2.8230 1.0453  0.08
H 3.1091 -1.2452 -4.0602  0.10
H 2.0798 4.3026 -3.7064  0.11
H -3.7086 -4.6754 0.4883  0.07
H -2.2565 -1.4598 0.5746  0.08
H -4.7063 -0.3670 5.8617  0.07
H 3.5670 -6.5552 -5.0037  0.08
H -1.4177 -0.9981 4.8029  0.02
H -2.5873 -6.2947 -1.0202  0.11
C 5.4669 2.4478 0.1444  -0.29
C -2.6361 -4.8619 0.5992  -0.09
H 4.2403 -0.0837 4.5526  0.09
H -5.0537 1.1023 1.2705  0.04
N 2.3498 1.5716 -0.3334  0.06
H 2.9599 -3.9213 -3.9906  0.11
O 2.5983 -1.1488 4.1478  -0.21
O 4.0048 0.1086 -2.7417  -0.09
H 5.1189 1.6060 -0.4541  0.09
H 1.2197 1.8336 5.5923  0.10
C 4.2519 -6.3475 -4.1717  -0.07
H 4.1177 -0.5887 2.8911  0.08
H 6.5081 2.2725 0.4271  0.11
H 0.8186 2.4130 -4.8867  0.09
C -1.8207 -0.8022 -0.1772  -0.10
C 4.0834 -0.9726 -3.6667  -0.31
C 0.8606 -3.1198 -2.7225  -0.08
H -0.1078 4.3853 -1.2486  0.02
H 2.1487 -6.5931 -1.6560  0.06
H -5.2827 2.8137 1.5471  0.08
C 1.9979 5.9646 0.8768  -0.08
H 1.6710 2.9057 -1.3070  0.03
H 2.5487 5.3720 2.9427  0.11
C -3.9954 -0.9465 -3.6361  -0.11
H 1.7923 -5.1682 -4.2447  0.13
H 6.0710 3.8050 -1.4162  0.08
H 0.1526 1.5261 2.2243  0.06
C -4.6723 2.0937 1.0044  -0.07
H -0.3477 -3.3391 2.0643  0.07
C -0.9682 2.1676 5.3108  -0.09
H -0.1915 -1.0408 2.3657  0.06
H -3.2738 1.3069 -2.6219  0.12
N 2.7596 -6.9480 -2.3904  0.03
H 4.6547 -0.6161 -4.5374  0.11
H -5.4735 -0.9186 4.3435  0.05
O 1.4595 3.7199 -1.8392  -0.17
H -4.5456 -2.0572 0.3535  0.10
C -4.6315 -1.0509 5.0183  -0.07
H -2.7894 2.2335 2.2742  0.10
H -1.8034 2.4169 5.9633  0.08
H 5.4308 4.6180 0.0097  0.06
H 4.3679 3.8815 -1.1706  0.07
C 2.0696 -2.2891 3.5148  -0.21
O -5.9469 -2.1670 -1.2526  -0.09
H -3.1608 -1.5927 3.5107  0.09
H -1.4496 5.0774 -1.5910  0.04
N -0.0550 -0.9582 3.3760  0.08
H 0.9325 6.1150 1.0506  0.08
H -0.2647 3.1721 -3.7588  0.04
H 0.5438 1.6693 -3.3198  0.07
H 0.9512 2.9643 7.7181  0.07

Atomic forces in eV per Å
0.0 0.5 1.4
0.4 0.0 1.0
0.2 -1.4 0.1
0.0 -0.5 -0.1
-0.4 -0.2 0.2
0.0 -0.1 -0.1
-0.1 0.2 0.0
0.2 -0.5 -0.2
-0.1 0.2 0.0
0.1 0.0 -0.3
0.1 0.0 0.2
0.2 -0.2 -0.3
-0.5 0.4 0.3
1.3 -0.1 -0.3
-1.6 0.6 0.2
-0.2 0.1 -0.5
0.0 0.5 0.7
-0.1 -0.2 -0.1
-0.1 0.2 0.0
0.0 0.3 0.2
0.0 0.0 0.0
0.0 0.0 0.0
0.6 0.8 -0.8
-0.2 -0.2 0.0
-0.4 -1.5 1.1
0.6 -0.5 0.2
0.0 0.5 -0.2
0.5 0.6 0.8
0.0 -0.3 -0.9
-0.1 -0.2 -0.4
0.1 -0.3 0.0
-0.2 0.5 0.0
0.1 -0.2 0.1
-0.9 1.3 -0.3
-1.0 0.0 0.9
0.6 0.3 -0.9
-0.5 -0.4 -0.3
-0.5 0.4 0.1
0.0 -0.5 0.0
0.0 -0.2 -0.2
-0.2 0.1 0.0
0.0 0.1 0.0
-0.3 0.1 -0.4
-0.1 -0.5 0.3
-0.1 0.0 0.1
-0.1 -0.6 0.6
-0.2 0.2 -0.2
0.7 1.5 -0.2
0.4 -0.5 -0.4
0.1 0.1 0.1
0.2 0.1 -0.5
0.0 -0.2 0.2
0.0 0.1 -0.1
-0.2 0.1 -0.2
0.3 0.0 -0.2
-0.1 0.0 0.0
-0.1 0.0 0.0
0.4 0.2 0.2
0.1 0.0 0.3
0.4 0.2 0.1
-0.2 0.1 -0.6
0.3 0.4 0.2
-0.2 0.1 0.0
-0.5 0.0 0.6
0.3 -0.3 -0.1
0.5 -0.1 0.0
-0.3 -0.5 -0.6
0.0 0.1 0.0
0.0 -0.1 0.1
-0.5 -0.2 -0.2
0.3 -0.3 -0.3
0.0 0.0 -0.3
0.7 0.0 -0.2
1.0 -0.6 0.8
-0.7 -1.1 0.1
-0.3 -0.2 0.4
0.4 -0.1 -0.6
0.0 0.1 0.3
-0.4 0.2 0.6
-0.3 0.0 0.0
-0.1 0.2 0.0
-0.4 0.1 0.3
-0.5 0.8 -0.1
0.4 0.2 0.7
-2.0 1.0 -0.6
-0.4 0.2 0.2
0.4 1.1 0.1
0.3 1.1 -0.5
0.1 0.1 -0.3
-0.1 0.1 0.0
-0.2 -0.3 -0.6
-0.4 -0.2 -0.2
0.3 0.2 -0.1
-0.2 0.0 0.5
0.1 -0.1 -0.1
0.1 0.2 -0.1
-0.3 -0.1 -0.2
-0.1 0.1 0.0
0.0 -0.6 0.1
-0.1 0.2 -0.1
-0.1 -0.1 0.1
-0.4 0.8 0.3
-0.3 0.1 1.1
0.2 -0.2 0.1
0.4 0.0 0.1
0.6 0.3 -0.3
0.2 0.1 0.0
0.2 -0.3 0.4
-0.4 -0.4 0.2
0.0 -0.1 0.2
-0.2 0.1 -0.4
0.0 1.4 -1.5
0.3 -0.4 -0.1
0.0 0.0 -0.2
0.2 0.0 0.1
-0.3 -0.2 0.4
1.9 0.3 -1.2
0.6 -0.4 0.0
-0.3 -0.3 -0.1
0.2 0.0 0.1
0.0 0.1 -0.1
0.2 -1.1 0.9
0.1 0.4 0.2
-0.2 -0.1 -0.2
0.0 0.1 0.0
-0.3 -0.2 0.2
0.1 0.0 0.2
0.0 0.2 0.1
-0.2 -0.5 0.3
0.7 -0.2 -0.1
-0.1 -0.1 -0.6
-0.4 0.4 0.1
-0.1 0.3 0.2
-0.5 0.3 0.2
-0.3 0.2 -0.1
-0.1 0.0 0.0
0.5 -0.2 -0.4
0.0 -0.5 -0.6
0.9 -0.2 -0.2
-0.7 -0.7 0.1
0.0 -0.1 0.1
0.1 -0.1 0.1
-0.3 -0.4 0.4
-0.6 0.2 -0.9
0.8 -1.3 0.0
0.0 -0.2 0.0
0.0 0.0 0.2
1.1 -0.5 -0.8
0.0 0.1 -0.1
0.5 0.4 0.3
0.0 0.0 0.1
0.1 0.1 0.0

Results
LUMO level: 0.28 eV
largest force on an atom: 2.30 eV Å⁻¹
HOMO-LUMO gap: 9.706 eV
total charge: 0
energy relative to the best compared isomer or geometry (same formula, charge and spin): 0.0 kcal/mol